{"formula": "C6H6N", "method": "the ωB97M-V functional and the def2-TZVPD basis", "elements": ["C", "C", "C", "C", "C", "C", "N", "H", "H", "H", "H", "H", "H"], "positions_angstrom": [[3.146, 0.036, -0.009], [1.918, -0.181, -0.017], [-2.653, -0.801, -0.117], [4.444, 0.255, -0.022], [-0.526, -0.477, 0.078], [-3.381, 0.406, -0.067], [0.685, -0.358, -0.022], [4.837, 1.225, -0.292], [5.154, -0.519, 0.232], [-2.732, -1.714, 0.447], [-2.946, 1.215, -0.653], [-3.591, 0.761, 0.951], [-4.356, 0.151, -0.510]], "e_above_lowest_kcal_mol": 137.7, "orbital_gap_ev": [6.7058, 8.5669], "e_tot_ha": -286.41576, "total_charge": 1}



{"formula": "C6H6N", "method": "the ωB97M-V functional and the def2-TZVPD basis", "elements": ["C", "C", "C", "C", "C", "N", "C", "H", "H", "H", "H", "H", "H"], "positions_angstrom": [[1.335, -1.325, -2.302], [1.322, -0.702, -1.245], [1.209, 0.203, -0.175], [0.208, 1.387, -0.464], [-0.313, 0.476, 0.484], [-1.212, -0.036, 1.095], [-1.898, -0.447, 2.048], [1.478, -1.991, -3.074], [2.106, 0.306, 0.324], [-0.043, 1.330, -1.511], [0.200, 2.467, -0.144], [-1.790, -0.405, 3.149], [-2.602, -1.264, 1.816]], "e_above_lowest_kcal_mol": 79.0, "orbital_gap_ev": 8.3779, "e_tot_ha": -286.50935, "total_charge": 1, "smiles": "C#C[C@H]1CC1=[N+]=C"}



{"formula": "C6H6N2", "method": "the ωB97M-V functional and the def2-TZVPD basis", "elements": ["C", "C", "C", "C", "N", "C", "C", "N", "H", "H", "H", "H", "H", "H"], "positions_angstrom": [[-1.255, 2.248, 0.039], [-0.161, 1.468, -0.175], [0.628, 0.216, -0.146], [2.053, 0.419, -0.334], [3.148, 0.685, -0.148], [0.252, -0.604, 0.958], [-0.694, -1.365, -0.047], [-0.121, -0.695, -1.157], [-1.868, 3.086, -0.115], [1.256, -1.259, 0.966], [0.027, -0.183, 1.923], [-1.784, -1.222, 0.058], [-0.620, -2.528, -0.170], [-0.863, -0.266, -1.652]], "e_above_lowest_kcal_mol": 119.2, "orbital_gap_ev": 10.0085, "e_tot_ha": -341.53253, "total_charge": 0, "smiles": "C#C[C@@]1(C#N)CCN1"}